9
Properties=species:S:1:pos:R:3:forces:R:3 method="wB97M-V/def2-TZVPD" gap_ev=8.11 relative_energy_kcal_mol=87.7 e_tot_ev=-16516.4456
C 1.2988 0.7397 -0.0682 0.25 -0.11 3.51
C -0.0938 0.2428 0.0361 1.07 2.15 -0.62
C -1.2839 0.0901 0.0640 -0.81 -1.13 -0.33
C -2.6064 -0.3555 -0.0147 -0.62 0.66 0.56
H 0.8623 -2.1069 -0.2490 2.97 2.64 0.42
H 1.6079 1.4939 -0.8007 -0.70 -0.61 -0.34
H 1.6036 1.1929 0.9801 -1.05 -0.38 -1.97
N -3.7470 -0.5639 0.0194 1.14 -0.09 -0.22
S 2.3587 -0.7331 0.0330 -2.25 -3.13 -1.01

81
Properties=species:S:1:pos:R:3:forces:R:3 method="wB97M-V/def2-TZVPD" charge=-1 gap_ev=3.85 relative_energy_kcal_mol=316.9 e_tot_ev=-97564.4111
Sr 0.8230 0.7435 -0.7486 -0.63 -2.49 -0.77
C 3.7959 1.8246 0.1625 -0.14 0.51 0.16
P 3.5083 2.5517 -1.5210 -0.24 0.17 -0.72
C 4.4095 4.1570 -1.3901 0.22 -0.13 0.33
C 1.7708 3.2566 -1.4886 -0.03 0.27 0.94
C 1.3560 4.2134 -0.3285 -0.15 0.05 -0.11
P -0.1317 3.7949 0.7542 0.17 0.42 -0.26
C 0.6414 2.9711 2.1214 0.18 0.26 -0.68
C -0.3689 5.5184 1.4253 0.03 0.06 -0.15
H 4.8424 1.5177 0.2212 0.03 0.04 -0.08
H 3.2053 0.9252 0.3589 0.14 0.19 -0.13
H 3.5977 2.5374 0.9688 -0.05 -0.08 0.06
H 5.4863 3.9758 -1.3962 0.00 0.02 -0.02
H 4.1610 4.7319 -0.4950 -0.02 0.01 -0.02
H 4.1592 4.7490 -2.2708 0.00 -0.01 -0.02
H 1.0720 2.4327 -1.6445 0.19 1.48 -1.29
H 1.6393 3.8012 -2.4240 0.35 -0.18 -0.18
H 1.0601 5.1577 -0.7966 0.12 0.08 0.10
H 2.1903 4.4484 0.3427 0.01 -0.01 0.00
H 1.4862 3.5272 2.5538 0.03 -0.07 -0.02
H 1.1887 1.3037 1.3900 -0.27 0.99 0.78
H -0.1104 2.7550 2.8787 0.02 -0.19 -0.01
H 0.5620 5.9159 1.8439 0.00 -0.01 0.02
H -1.1115 5.4475 2.2214 0.01 0.04 0.03
H -0.7445 6.2125 0.6669 -0.01 -0.03 0.00
O 2.4744 -1.3143 0.7251 0.77 0.48 0.25
N 1.8735 -1.8915 1.8010 0.03 -0.22 0.68
C 1.8772 -3.2425 1.8504 0.08 -0.47 0.13
C 1.2793 -3.8878 2.8840 -0.11 0.14 0.16
C 0.6633 -3.1152 3.8981 0.13 0.05 -0.20
C 0.7023 -1.7535 3.8240 0.00 -0.11 0.15
C 1.3547 -1.0990 2.7606 0.26 0.42 -0.41
S 1.4078 0.6556 2.6275 0.13 -1.40 1.40
H 2.4196 -3.7555 1.0687 -0.08 0.21 -0.09
H 1.2859 -4.9667 2.9029 0.00 -0.01 0.05
H 0.1688 -3.6030 4.7270 -0.03 0.00 0.00
H 0.2356 -1.1208 4.5651 -0.05 -0.03 -0.01
N -7.3148 -3.4763 0.5282 0.01 0.01 -0.05
C -6.1181 -2.7388 0.6017 -0.01 -0.04 0.24
C -6.1515 -1.3605 0.8050 0.00 0.02 -0.08
C -4.9785 -0.6378 0.9350 0.00 0.01 -0.02
C -3.7520 -1.2822 0.8764 0.05 -0.12 0.17
C -3.7137 -2.6581 0.7196 0.00 -0.01 -0.04
C -4.8860 -3.3870 0.5854 0.00 0.02 -0.09
S -2.2325 -0.3628 1.0584 -0.08 -0.21 -0.01
O -1.3081 -1.3095 1.6787 0.01 -0.08 -0.14
O -2.5939 0.8030 1.8332 0.05 -0.02 0.00
N -1.6604 -0.0510 -0.3722 0.02 0.67 0.12
C -2.2108 1.0418 -1.0591 -0.38 -0.51 -0.32
N -3.5394 1.1085 -1.2128 -0.02 0.06 0.07
C -4.0110 2.1369 -1.9074 0.02 -0.01 -0.01
C -3.1914 3.0919 -2.4795 0.01 -0.02 -0.04
C -1.8319 2.9225 -2.2729 0.07 -0.10 -0.23
N -1.3415 1.9072 -1.5927 -0.42 0.13 0.98
H -8.0918 -2.9405 0.1728 0.00 0.00 0.00
H -7.2207 -4.3425 0.0203 0.00 0.00 -0.01
H -7.1085 -0.8525 0.8588 0.00 0.00 -0.01
H -4.9976 0.4328 1.0791 0.00 0.00 0.00
H -2.7537 -3.1597 0.7263 0.00 0.00 0.01
H -4.8492 -4.4661 0.4794 0.00 0.00 -0.02
H -5.0921 2.1918 -2.0079 0.00 0.01 0.00
H -3.5848 3.9262 -3.0430 -0.01 -0.01 0.00
H -1.1030 3.6190 -2.6774 0.00 0.01 0.02
N 0.0108 -3.0887 -2.1453 -0.27 0.01 0.22
C 0.9001 -3.4935 -1.0027 0.35 -0.14 0.12
P 2.5340 -2.9776 -1.8250 -2.10 -0.90 -0.19
O 2.7144 -4.0189 -2.9228 -0.31 0.10 -0.14
O 1.9901 -1.6289 -2.2027 1.57 0.44 0.03
C 4.0701 -2.9558 -0.9594 0.03 0.11 1.51
N 4.8532 -2.6959 -2.1948 1.11 0.48 -0.54
H -0.9801 -3.2101 -1.9535 -0.01 0.05 -0.01
H 0.2958 -3.5858 -2.9933 0.00 0.06 0.01
H 0.2500 -2.0659 -2.3040 0.03 0.01 -0.27
H 0.7923 -4.5488 -0.7396 -0.22 0.09 -0.24
H 0.5840 -2.8555 -0.1794 0.07 -0.09 0.00
H 4.3617 -3.9622 -0.6410 -0.20 -0.08 -0.05
H 3.4572 -1.2839 0.9121 -0.94 -0.38 -0.66
H 4.6360 -3.3833 -2.9354 -0.06 -0.06 -0.11
H 5.8429 -2.6642 -1.9837 0.09 0.14 -0.12
H 4.5414 -1.7778 -2.5282 0.28 0.03 -0.19
O 0.5523 0.6649 -2.7741 0.16 -0.11 0.03

33
Properties=species:S:1:pos:R:3:forces:R:3 method="wB97M-V/def2-TZVPD" gap_ev=8.51 relative_energy_kcal_mol=187.2 e_tot_ev=-24851.3654
C -2.9108 0.4910 0.2568 -3.91 0.87 0.16
C -1.4934 0.7747 0.1222 -1.56 1.96 -4.06
C -3.2463 -1.0474 0.1813 -1.09 -0.68 -1.08
C -2.6017 -1.5911 -1.1837 1.31 2.96 1.03
C 0.5782 -0.0388 0.5252 3.11 1.42 4.50
C 1.1687 1.3082 0.2368 2.29 4.27 -0.49
C 0.9599 -0.8087 -0.5560 2.58 -5.29 -5.51
C 2.3898 -1.6879 -0.3887 -1.55 -0.91 -3.23
C 3.5919 -0.7477 -0.1881 -1.04 -1.27 1.45
H -2.7889 1.0786 -1.6697 -2.63 1.08 1.91
H -3.8115 2.0819 -0.7307 0.10 0.97 0.09
H -3.2523 0.9974 1.2234 0.06 -0.95 -1.07
H -4.3445 -1.2886 -0.1071 1.39 1.26 1.33
H -2.4372 -2.9511 0.4633 -1.35 3.45 3.88
H -2.7296 -0.6444 -1.9316 -0.06 -3.12 1.19
H -1.4400 -1.6208 -1.0216 -2.46 -0.78 -0.53
H -3.1683 -2.5213 -1.4197 0.89 0.63 -0.40
H -1.1549 -0.6200 1.5030 -0.90 -1.11 0.78
H 1.1589 -0.4797 1.3941 -0.55 0.89 -0.39
H 0.1338 -1.4105 -0.9467 0.63 -0.82 0.61
H 1.1630 -0.2874 -1.4797 0.13 0.87 0.05
H 2.1786 -2.6535 0.2510 1.04 2.27 -0.79
H 2.7230 -2.0286 -1.4895 -1.46 0.23 2.29
H 4.5137 0.0776 1.2510 -1.41 -1.03 -0.11
H -0.1953 1.8932 1.3815 -1.72 -0.80 1.55
N -3.6036 1.1300 -0.9120 1.95 -2.27 -1.09
N -0.7602 0.0665 0.9237 2.06 0.23 0.03
O -1.1264 1.5517 -0.8056 0.27 -2.41 2.04
O -2.8876 -1.8027 1.4231 1.62 -3.02 -5.73
O 2.1710 1.5749 -0.4763 -3.99 -1.22 2.87
O 4.3254 -0.3255 -1.0240 0.05 -0.04 -0.16
O 3.7241 -0.5467 1.1388 1.91 1.66 0.42
O 0.4661 2.3092 0.8957 4.25 0.69 -1.56

9
Properties=species:S:1:pos:R:3:forces:R:3 method="wB97M-V/def2-TZVPD" charge=+1 gap_ev=7.93 smiles="C1#S2=C1[NH2+]C2" relative_energy_kcal_mol=129.6 e_tot_ev=-15487.1143
C -0.7521 1.1106 0.1436 3.67 0.75 0.62
C -1.9541 0.9042 -0.0357 -0.87 -0.16 -0.15
C 0.2466 -0.7912 0.0100 -2.88 -0.02 -0.83
N 0.6496 0.6249 0.0196 -3.08 0.43 -4.23
S -1.6929 -0.8596 0.0470 0.14 -0.11 -0.37
H 0.5607 -1.3038 -0.8208 0.94 -0.93 -2.04
H 0.4719 -1.2892 0.8552 1.44 -1.19 2.96
H 1.1336 0.8734 -0.8956 -1.01 -0.06 0.92
H 1.3367 0.7308 0.6768 1.67 1.29 3.11